This record from the Open Molecules 2025 dataset describes C6H14P2 in the gas phase at a distorted geometry. The level of theory is ωB97M-V/def2-TZVPD.

ORCA input file:
```
! wB97M-V def2-TZVPD RIJCOSX def2/J DEFGRID3
* xyz 0 1
C -1.42 0.60 0.59
C 0.32 1.30 -1.70
C 1.36 0.56 0.48
C 1.40 -0.85 -1.57
C -0.66 -0.44 -0.21
C 0.59 0.15 -0.81
P -1.19 -0.56 3.67
P -2.28 -0.23 1.89
H -0.39 1.03 -2.54
H 1.21 1.75 -2.00
H -0.29 1.97 -1.09
H 1.79 1.47 0.21
H 2.08 -0.22 0.79
H 0.61 0.57 1.36
H 2.38 -0.30 -1.81
H 1.78 -1.71 -1.05
H 0.93 -1.03 -2.58
H -1.45 -0.89 -0.76
H -0.23 -1.24 0.50
H -0.14 -1.14 2.78
H -3.01 -1.30 1.45
H -3.40 0.51 2.41
*
```

The HOMO-LUMO gap (spin up / spin down) is 6.1 / 6.1 eV. For the relative energy (zero: lowest compared OMol25 entry of this formula, charge and spin), the calculation gives 122.8 kcal per mole.

List of natural (NBO) charges in e, atom by atom: atom 1 (C): -0.14, atom 2 (C): -0.61, atom 3 (C): -0.60, atom 4 (C): -0.60, atom 5 (C): -0.59, atom 6 (C): -0.08, atom 7 (P): -0.27, atom 8 (P): 0.57, atom 9 (H): 0.21, atom 10 (H): 0.21, atom 11 (H): 0.23, atom 12 (H): 0.22, atom 13 (H): 0.21, atom 14 (H): 0.23, atom 15 (H): 0.21, atom 16 (H): 0.22, atom 17 (H): 0.21, atom 18 (H): 0.25, atom 19 (H): 0.22, atom 20 (H): -0.04, atom 21 (H): -0.06, atom 22 (H): 0.02

***

This record from the Open Molecules 2025 dataset describes a 2-piece molecular cluster, C6H14S2 overall at a distorted geometry. The level of theory is ωB97M-V/def2-TZVPD.

ORCA input file:
```
! wB97M-V def2-TZVPD RIJCOSX def2/J DEFGRID3
* xyz 0 1
C 0.99 -0.17 -2.76
C 0.21 -0.72 -1.79
C -0.71 0.06 -0.90
C 0.15 -2.24 -1.60
H 1.53 -0.80 -3.53
H 1.07 0.88 -2.91
H -1.75 -0.16 -1.12
H -0.63 1.16 -1.02
H -0.64 -0.21 0.17
H 0.66 -2.79 -2.44
H -0.91 -2.41 -1.56
H 0.58 -2.49 -0.60
C -0.70 2.88 1.38
S 0.79 1.81 1.27
S 0.48 0.79 3.03
C 0.49 -0.99 2.57
H -1.61 2.28 1.28
H -0.80 3.38 2.33
H -0.62 3.69 0.64
H 1.35 -1.17 1.93
H 0.51 -1.53 3.53
H -0.43 -1.26 2.09
*
```

The HOMO-LUMO gap is 9.0 eV. For the relative energy (zero: lowest compared OMol25 entry of this formula, charge and spin), the calculation gives 28.7 kcal per mole.

List of natural (NBO) charges in e, atom by atom: atom 1 (C): -0.42, atom 2 (C): 0.03, atom 3 (C): -0.65, atom 4 (C): -0.64, atom 5 (H): 0.20, atom 6 (H): 0.19, atom 7 (H): 0.21, atom 8 (H): 0.22, atom 9 (H): 0.22, atom 10 (H): 0.22, atom 11 (H): 0.21, atom 12 (H): 0.21, atom 13 (C): -0.74, atom 14 (S): 0.08, atom 15 (S): 0.06, atom 16 (C): -0.73, atom 17 (H): 0.22, atom 18 (H): 0.22, atom 19 (H): 0.23, atom 20 (H): 0.23, atom 21 (H): 0.23, atom 22 (H): 0.21

***

This record from the Open Molecules 2025 dataset describes a 2-piece molecular cluster, C6H14S4 overall at a distorted geometry. The level of theory is ωB97M-V/def2-TZVPD.

ORCA input file:
```
! wB97M-V def2-TZVPD RIJCOSX def2/J DEFGRID3
* xyz 0 1
C 0.57 -2.25 0.50
C -0.42 -1.25 2.53
C 0.97 2.51 -1.00
C 0.04 -0.85 1.15
C 0.78 1.24 -1.76
C -0.94 -0.12 0.38
S 2.25 0.22 -1.88
S -0.32 1.30 -3.16
S -2.09 -0.76 -0.72
S -1.38 1.52 0.98
H 0.61 -2.09 -0.55
H 1.62 -2.21 1.00
H -0.11 -3.04 0.68
H -1.35 -1.95 2.57
H 0.45 -1.71 3.18
H -0.63 -0.41 3.09
H 0.88 3.57 -1.57
H 1.91 2.43 -0.42
H 0.22 2.49 -0.16
H 0.97 -0.12 1.11
H 1.54 -0.89 -1.47
H -0.96 0.12 -3.40
H -2.14 0.41 -1.46
H -2.47 1.84 0.37
*
```

The HOMO-LUMO gap (spin up / spin down) is 7.6 / 6.8 eV. For the relative energy (zero: lowest compared OMol25 entry of this formula, charge and spin), the calculation gives 119.5 kcal per mole.

List of natural (NBO) charges in e, atom by atom: atom 1 (C): -0.59, atom 2 (C): -0.60, atom 3 (C): -0.74, atom 4 (C): -0.33, atom 5 (C): -0.30, atom 6 (C): -0.31, atom 7 (S): 0.00, atom 8 (S): 0.00, atom 9 (S): 0.05, atom 10 (S): 0.05, atom 11 (H): 0.19, atom 12 (H): 0.23, atom 13 (H): 0.22, atom 14 (H): 0.22, atom 15 (H): 0.21, atom 16 (H): 0.21, atom 17 (H): 0.23, atom 18 (H): 0.23, atom 19 (H): 0.25, atom 20 (H): 0.23, atom 21 (H): 0.13, atom 22 (H): 0.14, atom 23 (H): 0.14, atom 24 (H): 0.13

***

This record from the Open Molecules 2025 dataset describes C6H15AgIN3O3 as an isolated structure at a distorted geometry. The level of theory is ωB97M-V/def2-TZVPD.

ORCA input file:
```
! wB97M-V def2-TZVPD RIJCOSX def2/J DEFGRID3
* xyz 1 2
Ag -23.48 -7.67 -22.49
I -23.90 -6.01 -26.97
O -20.55 -3.55 -21.85
C -19.89 -2.55 -22.15
N -20.18 -1.85 -23.25
C -18.79 -2.07 -21.24
H -19.83 -0.90 -23.25
H -21.09 -2.19 -23.54
H -19.32 -2.15 -20.29
H -18.60 -1.00 -21.32
H -18.04 -2.83 -21.41
O -29.98 -0.20 -28.28
C -28.92 -0.73 -27.88
N -28.20 -1.56 -28.68
C -28.51 -0.66 -26.43
H -28.47 -1.65 -29.64
H -27.33 -1.91 -28.31
H -28.29 -1.65 -26.04
H -29.33 -0.19 -25.88
H -27.60 -0.07 -26.40
O -18.83 -8.34 -23.25
C -17.67 -8.24 -23.57
N -17.39 -7.64 -24.69
C -16.50 -8.65 -22.65
H -18.28 -7.39 -25.10
H -16.59 -7.16 -25.08
H -16.26 -8.01 -21.80
H -15.54 -8.71 -23.17
H -16.82 -9.58 -22.18
*
```

The HOMO-LUMO gap (spin up / spin down) is 4.1 / 4.1 eV.

List of natural (NBO) charges in e, atom by atom: atom 1 (Ag): 0.99, atom 2 (I): 0.01, atom 3 (O): -0.68, atom 4 (C): 0.68, atom 5 (N): -0.81, atom 6 (C): -0.72, atom 7 (H): 0.40, atom 8 (H): 0.41, atom 9 (H): 0.25, atom 10 (H): 0.22, atom 11 (H): 0.25, atom 12 (O): -0.62, atom 13 (C): 0.66, atom 14 (N): -0.82, atom 15 (C): -0.71, atom 16 (H): 0.42, atom 17 (H): 0.39, atom 18 (H): 0.21, atom 19 (H): 0.25, atom 20 (H): 0.22, atom 21 (O): -0.66, atom 22 (C): 0.69, atom 23 (N): -0.81, atom 24 (C): -0.73, atom 25 (H): 0.39, atom 26 (H): 0.41, atom 27 (H): 0.24, atom 28 (H): 0.22, atom 29 (H): 0.24

***

This record from the Open Molecules 2025 dataset describes C6H15AsBr2NO3W as an isolated structure at a distorted geometry. The level of theory is ωB97M-V/def2-TZVPD.

ORCA input file:
```
! wB97M-V def2-TZVPD RIJCOSX def2/J DEFGRID3
* xyz 3 1
W 1.51 -0.10 0.00
N 1.84 -0.14 -2.40
C 2.15 -1.62 -2.38
C 1.80 -1.98 -0.94
O 0.55 -1.51 -0.63
O 2.69 -1.47 -0.04
H 1.09 0.03 -3.09
H 2.65 0.37 -2.80
H 3.21 -1.83 -2.58
H 1.53 -2.18 -3.09
Br 0.84 -1.44 2.35
C 2.11 -0.03 2.26
Br 2.92 1.90 -0.16
H 3.12 -0.39 2.48
H 1.79 0.82 2.88
C -2.25 0.18 2.41
As -1.60 0.65 0.60
C -2.33 2.41 0.12
C -2.17 -0.63 -0.77
O 0.15 0.92 0.56
H -3.33 0.37 2.40
H -1.81 0.83 3.17
H -2.09 -0.87 2.66
H -3.42 2.43 0.26
H -2.11 2.64 -0.94
H -1.88 3.19 0.75
H -3.26 -0.68 -0.67
H -1.77 -1.63 -0.64
H -1.95 -0.24 -1.77
*
```

The HOMO-LUMO gap (spin up / spin down) is 5.8 / 5.8 eV.

List of natural (NBO) charges in e, atom by atom: atom 1 (W): 1.66, atom 2 (N): -0.78, atom 3 (C): -0.32, atom 4 (C): 0.75, atom 5 (O): -0.57, atom 6 (O): -0.49, atom 7 (H): 0.46, atom 8 (H): 0.47, atom 9 (H): 0.30, atom 10 (H): 0.29, atom 11 (Br): 0.37, atom 12 (C): -0.53, atom 13 (Br): 0.08, atom 14 (H): 0.28, atom 15 (H): 0.28, atom 16 (C): -0.93, atom 17 (As): 1.79, atom 18 (C): -0.94, atom 19 (C): -0.96, atom 20 (O): -0.85, atom 21 (H): 0.31, atom 22 (H): 0.29, atom 23 (H): 0.28, atom 24 (H): 0.31, atom 25 (H): 0.28, atom 26 (H): 0.29, atom 27 (H): 0.32, atom 28 (H): 0.28, atom 29 (H): 0.27

***

This record from the Open Molecules 2025 dataset describes C6H15AsF6NO2Rb as an isolated structure. The level of theory is ωB97M-V/def2-TZVPD.

ORCA input file:
```
! wB97M-V def2-TZVPD RIJCOSX def2/J DEFGRID3
* xyz 0 1
Rb 2.52 0.46 -0.26
As 1.77 -1.22 3.36
F 1.73 -1.91 1.74
F 2.51 0.22 2.62
F 1.90 -0.42 4.89
F 1.01 -2.61 4.02
F 3.35 -1.89 3.61
F 0.21 -0.51 3.08
C 1.21 3.96 0.45
O 0.85 2.61 0.25
C -0.54 2.46 -0.01
C -0.97 1.01 -0.05
N -0.35 0.27 -1.18
C -0.46 -1.20 -0.94
C -0.26 -1.94 -2.25
O -1.34 -1.84 -3.14
C -2.51 -2.54 -2.72
H 0.49 4.45 1.11
H 1.28 4.51 -0.50
H 2.21 3.98 0.88
H -0.80 2.96 -0.96
H -1.10 3.03 0.74
H -2.06 0.96 -0.12
H -0.68 0.48 0.86
H -0.91 0.39 -2.02
H -1.46 -1.42 -0.54
H 0.24 -1.53 -0.17
H -0.02 -3.00 -2.05
H 0.61 -1.51 -2.75
H -2.25 -3.54 -2.37
H -3.13 -2.69 -3.61
H -3.04 -1.97 -1.96
*
```

The HOMO-LUMO gap is 9.5 eV. For the relative energy (zero: lowest compared OMol25 entry of this formula, charge and spin), the calculation gives 0.0 kcal per mole.

List of natural (NBO) charges in e, atom by atom: atom 1 (Rb): 0.97, atom 2 (As): 2.84, atom 3 (F): -0.66, atom 4 (F): -0.67, atom 5 (F): -0.62, atom 6 (F): -0.61, atom 7 (F): -0.62, atom 8 (F): -0.64, atom 9 (C): -0.25, atom 10 (O): -0.58, atom 11 (C): -0.07, atom 12 (C): -0.27, atom 13 (N): -0.67, atom 14 (C): -0.27, atom 15 (C): -0.07, atom 16 (O): -0.54, atom 17 (C): -0.26, atom 18 (H): 0.18, atom 19 (H): 0.17, atom 20 (H): 0.19, atom 21 (H): 0.16, atom 22 (H): 0.18, atom 23 (H): 0.19, atom 24 (H): 0.23, atom 25 (H): 0.37, atom 26 (H): 0.18, atom 27 (H): 0.22, atom 28 (H): 0.18, atom 29 (H): 0.18, atom 30 (H): 0.17, atom 31 (H): 0.20, atom 32 (H): 0.17

***

This record from the Open Molecules 2025 dataset describes C6H15AsGaNO5S as an isolated structure at a distorted geometry. The level of theory is ωB97M-V/def2-TZVPD.

ORCA input file:
```
! wB97M-V def2-TZVPD RIJCOSX def2/J DEFGRID3
* xyz 0 1
Ga -9.92 0.20 1.32
O -12.43 2.64 1.56
S -11.68 1.68 2.39
O -11.91 1.55 3.82
O -11.77 0.20 1.68
O -10.11 1.88 2.19
N -9.45 -2.24 -1.63
C -9.23 -1.33 -0.72
O -9.92 -0.21 -0.57
C -8.16 -1.62 0.30
C -8.60 -1.10 1.70
H -10.31 -2.19 -2.16
H -8.77 -3.02 -1.75
H -7.20 -1.06 0.08
H -7.88 -2.69 0.34
H -7.85 -0.57 2.28
H -9.03 -1.83 2.41
C -15.97 -1.46 -1.81
As -14.62 -0.07 -2.35
C -14.62 0.81 -0.55
C -12.99 -1.25 -2.11
H -16.54 -1.00 -0.96
H -15.49 -2.37 -1.47
H -16.66 -1.71 -2.58
H -14.21 0.05 0.12
H -15.68 1.08 -0.31
H -14.03 1.68 -0.59
H -12.72 -1.44 -1.04
H -12.08 -0.80 -2.53
H -13.03 -2.23 -2.64
*
```

The HOMO-LUMO gap is 8.2 eV. For the relative energy (zero: lowest compared OMol25 entry of this formula, charge and spin), the calculation gives 23.6 kcal per mole.

List of natural (NBO) charges in e, atom by atom: atom 1 (Ga): 1.84, atom 2 (O): -0.92, atom 3 (S): 2.47, atom 4 (O): -0.92, atom 5 (O): -1.06, atom 6 (O): -1.04, atom 7 (N): -0.73, atom 8 (C): 0.71, atom 9 (O): -0.72, atom 10 (C): -0.52, atom 11 (C): -0.98, atom 12 (H): 0.44, atom 13 (H): 0.43, atom 14 (H): 0.26, atom 15 (H): 0.23, atom 16 (H): 0.25, atom 17 (H): 0.26, atom 18 (C): -0.94, atom 19 (As): 0.85, atom 20 (C): -0.91, atom 21 (C): -0.98, atom 22 (H): 0.22, atom 23 (H): 0.22, atom 24 (H): 0.22, atom 25 (H): 0.23, atom 26 (H): 0.22, atom 27 (H): 0.24, atom 28 (H): 0.22, atom 29 (H): 0.20, atom 30 (H): 0.21

***

This record from the Open Molecules 2025 dataset describes a 2-piece molecular cluster, C6H15B3N2O6 overall at a distorted geometry. The level of theory is ωB97M-V/def2-TZVPD.

ORCA input file:
```
! wB97M-V def2-TZVPD RIJCOSX def2/J DEFGRID3
* xyz 0 1
O 1.83 -1.28 0.03
C 1.38 -1.07 -1.11
O 1.43 0.23 -1.67
C 0.53 1.14 -0.97
C -0.83 1.36 -1.79
C -1.86 2.35 -1.05
C -2.45 1.77 0.32
B -3.48 0.53 0.11
O -3.45 -0.62 0.98
B -4.16 -1.75 0.44
O -4.97 -1.73 -0.75
B -4.37 -0.70 -1.59
O -4.41 0.64 -1.01
H 0.98 -1.93 -1.73
H 0.22 0.74 0.06
H 1.09 2.13 -0.86
H -0.52 1.91 -2.75
H -1.32 0.39 -2.14
H -2.71 2.57 -1.77
H -1.30 3.34 -0.87
H -3.06 2.62 0.80
H -1.63 1.40 1.03
H -4.06 -2.81 0.97
H -3.85 -0.94 -2.62
N 4.04 -1.38 1.83
C 5.39 -1.30 1.80
N 5.98 -1.18 3.02
O 6.03 -1.33 0.76
H 3.49 -1.36 2.67
H 3.56 -1.47 0.94
H 6.98 -1.12 3.04
H 5.47 -1.15 3.88
*
```

The HOMO-LUMO gap is 9.6 eV. For the relative energy (zero: lowest compared OMol25 entry of this formula, charge and spin), the calculation gives 53.6 kcal per mole.

List of natural (NBO) charges in e, atom by atom: atom 1 (O): -0.57, atom 2 (C): 0.66, atom 3 (O): -0.55, atom 4 (C): -0.08, atom 5 (C): -0.43, atom 6 (C): -0.39, atom 7 (C): -0.80, atom 8 (B): 1.17, atom 9 (O): -0.90, atom 10 (B): 0.98, atom 11 (O): -0.89, atom 12 (B): 1.01, atom 13 (O): -0.90, atom 14 (H): 0.15, atom 15 (H): 0.19, atom 16 (H): 0.21, atom 17 (H): 0.22, atom 18 (H): 0.20, atom 19 (H): 0.23, atom 20 (H): 0.21, atom 21 (H): 0.26, atom 22 (H): 0.23, atom 23 (H): -0.10, atom 24 (H): -0.10, atom 25 (N): -0.85, atom 26 (C): 0.77, atom 27 (N): -0.85, atom 28 (O): -0.67, atom 29 (H): 0.38, atom 30 (H): 0.43, atom 31 (H): 0.40, atom 32 (H): 0.38